(1)
This record from OMol25 describes one molecule with the formula C3H11N3 at a distorted geometry. The level of theory is ωB97M-V with the def2-TZVPD basis set.

**SMILES**: CN[C@@H](C)NN
**LUMO**: 1.05 eV
**Highest occupied orbital energy**: -0.3357 Ha
**Energy above the lowest of the compared OMol25 structures with the same formula, charge and spin**: 33.8 kcal/mol

Geometry (Å):
1 C -1.852 -0.678 -0.667
2 N -0.960 -0.029 0.278
3 C 0.306 0.492 -0.350
4 C 0.922 1.520 0.594
5 N 1.223 -0.607 -0.551
6 N 1.356 -1.443 0.598
7 H -2.789 -0.918 -0.168
8 H -1.391 -1.604 -1.010
9 H -2.074 -0.062 -1.551
10 H -1.444 0.733 0.741
11 H 0.122 0.939 -1.342
12 H 0.986 1.116 1.603
13 H 1.923 1.768 0.252
14 H 0.316 2.423 0.619
15 H 0.885 -1.197 -1.308
16 H 2.079 -1.040 1.186
17 H 0.392 -1.414 1.076

Need the Mulliken charges? In units of e they are: number 1, C, carries -0.90; number 2, N, carries -0.41; number 3, C, carries 0.26; number 4, C, carries -1.65; number 5, N, carries -0.34; number 6, N, carries -0.61; number 7, H, carries 0.35; number 8, H, carries 0.26; number 9, H, carries 0.31; number 10, H, carries 0.22; number 11, H, carries 0.41; number 12, H, carries 0.38; number 13, H, carries 0.38; number 14, H, carries 0.42; number 15, H, carries 0.30; number 16, H, carries 0.27; number 17, H, carries 0.34



(2)
This record from OMol25 describes one molecule with the formula C21H26O7 at a distorted geometry. The level of theory is ωB97M-V with the def2-TZVPD basis set.

**SMILES**: CCOC(=O)CCc1c(C)c2ccc(O[C@H](C)C(=O)OCC)c(C)c2oc1=O
**LUMO**: -1.20 eV
**Highest occupied orbital energy**: -0.2693 Ha
**Energy above the lowest of the compared OMol25 structures with the same formula, charge and spin**: 439.6 kcal/mol

Geometry (Å):
1 C 4.569 1.751 -4.997
2 C 3.205 1.712 -4.105
3 O 2.706 0.600 -4.302
4 C 3.364 -0.506 -3.446
5 O 4.360 -0.310 -2.605
6 C 2.520 -1.852 -3.747
7 C 2.191 -2.733 -2.389
8 C 1.089 -1.843 -1.773
9 C 1.276 -0.791 -0.525
10 C 2.532 -0.643 0.241
11 C 0.072 -0.510 0.104
12 C -0.040 0.279 1.285
13 C -0.941 0.862 1.825
14 C -2.182 0.786 1.249
15 O -3.334 0.967 1.568
16 C -3.572 1.736 2.800
17 C -2.920 3.164 2.741
18 C -3.069 0.994 3.964
19 O -2.365 1.623 4.979
20 O -3.018 -0.195 3.903
21 C -2.630 -1.111 4.812
22 C -1.097 -1.196 4.589
23 C -2.185 -0.126 0.004
24 C -3.640 -0.353 -0.711
25 C -1.211 -0.545 -0.618
26 O -1.148 -1.350 -1.714
27 C -0.068 -1.889 -2.213
28 O -0.391 -2.704 -3.340
29 H 5.256 1.122 -4.718
30 H 4.112 1.513 -6.039
31 H 4.971 2.841 -4.952
32 H 2.352 2.297 -4.504
33 H 3.501 1.976 -3.148
34 H 1.667 -1.755 -4.373
35 H 3.295 -2.483 -4.145
36 H 3.205 -2.717 -1.774
37 H 1.793 -3.565 -2.542
38 H 2.690 0.400 0.536
39 H 2.755 -1.226 1.152
40 H 3.299 -0.932 -0.640
41 H 1.113 0.383 1.832
42 H -1.004 1.461 2.624
43 H -4.480 1.741 3.148
44 H -3.276 3.714 3.503
45 H -3.764 3.872 2.095
46 H -1.963 3.491 2.343
47 H -3.193 -2.163 4.773
48 H -2.875 -0.496 5.744
49 H -0.867 -1.694 3.711
50 H -0.649 -1.880 5.416
51 H -0.451 -0.294 4.818
52 H -3.453 -1.146 -1.604
53 H -4.264 -0.727 0.188
54 H -3.841 0.449 -1.021

Need the Mulliken charges? In units of e they are: number 1, C, carries -1.11; number 2, C, carries -0.38; number 3, O, carries -0.28; number 4, C, carries 0.68; number 5, O, carries -0.60; number 6, C, carries -0.75; number 7, C, carries -1.46; number 8, C, carries -0.52; number 9, C, carries 1.22; number 10, C, carries -1.72; number 11, C, carries 0.76; number 12, C, carries -0.91; number 13, C, carries -1.09; number 14, C, carries 1.46; number 15, O, carries -0.45; number 16, C, carries 0.03; number 17, C, carries -1.34; number 18, C, carries 0.41; number 19, O, carries -0.67; number 20, O, carries -0.25; number 21, C, carries -0.23; number 22, C, carries -1.07; number 23, C, carries 0.29; number 24, C, carries -1.81; number 25, C, carries -0.22; number 26, O, carries -0.30; number 27, C, carries 1.01; number 28, O, carries -0.86; number 29, H, carries 0.44; number 30, H, carries 0.24; number 31, H, carries 0.30; number 32, H, carries 0.34; number 33, H, carries 0.37; number 34, H, carries 0.50; number 35, H, carries 0.36; number 36, H, carries 0.24; number 37, H, carries 0.85; number 38, H, carries 0.50; number 39, H, carries 0.32; number 40, H, carries 0.23; number 41, H, carries -0.01; number 42, H, carries 0.84; number 43, H, carries 0.66; number 44, H, carries 0.57; number 45, H, carries 0.33; number 46, H, carries 0.25; number 47, H, carries 0.26; number 48, H, carries 0.33; number 49, H, carries 0.29; number 50, H, carries 0.39; number 51, H, carries 0.29; number 52, H, carries 0.27; number 53, H, carries 0.29; number 54, H, carries 0.70



(3)
This record from OMol25 describes an isolated ion of composition C20H19BrN3O4S3 and charge -1 at a distorted geometry. The level of theory is ωB97M-V with the def2-TZVPD basis set.

**Charge**: -1
**LUMO**: 2.29 eV
**Highest occupied orbital energy**: -0.1382 Ha
**Energy above the lowest of the compared OMol25 structures with the same formula, charge and spin**: 11.5 kcal/mol

Geometry (Å):
1 C -2.893 0.554 0.621
2 C -2.731 -0.926 0.227
3 C -1.294 -1.359 0.599
4 N -0.689 -0.170 1.185
5 C 0.618 -0.041 1.472
6 S 1.827 -1.214 1.023
7 S 1.077 1.390 2.223
8 C -1.516 1.025 1.087
9 H -3.248 1.145 -0.223
10 H -3.631 0.689 1.415
11 H -3.474 -1.546 0.736
12 H -2.900 -1.047 -0.846
13 H -1.277 -2.198 1.319
14 H -0.715 -1.689 -0.282
15 H -1.104 1.738 0.356
16 H -1.565 1.554 2.057
17 C 3.640 -3.490 10.036
18 C 3.229 -3.343 8.600
19 C 2.679 -4.430 7.911
20 C 2.266 -4.304 6.586
21 C 2.433 -3.082 5.933
22 S 1.825 -2.914 4.268
23 O 1.427 -4.187 3.736
24 O 0.965 -1.759 4.201
25 N 3.228 -2.388 3.436
26 C 4.424 -3.091 3.285
27 C 4.793 -4.304 3.874
28 C 6.151 -4.620 3.964
29 C 7.110 -3.724 3.425
30 C 6.741 -2.532 2.790
31 Br 8.038 -1.258 2.266
32 C 5.364 -2.242 2.616
33 C 4.618 -1.068 2.232
34 N 4.887 -0.034 1.308
35 O 5.822 -0.198 0.477
36 O 4.192 1.022 1.329
37 C 3.236 -1.225 2.624
38 C 2.966 -1.976 6.604
39 C 3.372 -2.121 7.929
40 H 4.021 -2.546 10.422
41 H 2.803 -3.804 10.661
42 H 4.426 -4.240 10.154
43 H 2.565 -5.396 8.413
44 H 1.837 -5.143 6.048
45 H 4.036 -4.976 4.267
46 H 6.491 -5.522 4.486
47 H 8.163 -3.961 3.522
48 H 2.684 -0.359 3.020
49 H 3.060 -1.024 6.096
50 H 3.804 -1.267 8.458

Need the Mulliken charges? In units of e they are: number 1, C, carries -0.53; number 2, C, carries -0.47; number 3, C, carries -0.61; number 4, N, carries 0.11; number 5, C, carries 0.44; number 6, S, carries -0.32; number 7, S, carries -0.46; number 8, C, carries -0.66; number 9, H, carries 0.26; number 10, H, carries 0.26; number 11, H, carries 0.27; number 12, H, carries 0.26; number 13, H, carries 0.20; number 14, H, carries 0.36; number 15, H, carries 0.34; number 16, H, carries 0.33; number 17, C, carries -1.44; number 18, C, carries 1.06; number 19, C, carries -0.71; number 20, C, carries -0.28; number 21, C, carries -0.03; number 22, S, carries 1.47; number 23, O, carries -0.71; number 24, O, carries -0.67; number 25, N, carries 0.40; number 26, C, carries 0.06; number 27, C, carries -0.66; number 28, C, carries -0.69; number 29, C, carries -0.41; number 30, C, carries -0.25; number 31, Br, carries -0.18; number 32, C, carries 0.38; number 33, C, carries -0.04; number 34, N, carries 1.03; number 35, O, carries -0.67; number 36, O, carries -0.60; number 37, C, carries -0.49; number 38, C, carries -0.47; number 39, C, carries -0.89; number 40, H, carries 0.33; number 41, H, carries 0.34; number 42, H, carries 0.32; number 43, H, carries 0.35; number 44, H, carries 0.47; number 45, H, carries 0.42; number 46, H, carries 0.35; number 47, H, carries 0.37; number 48, H, carries 0.30; number 49, H, carries 0.49; number 50, H, carries 0.27



> The lowest energy above the lowest of the compared OMol25 structures with the same formula, charge and spin belongs to which entry?

C20H19BrN3O4S3



> What is the LUMO in the third record?

2.29 eV